(1)
A gas-phase ion, C6H12NO (charge -1) in a non-equilibrium geometry, computed with ωB97M-V/def2-TZVPD.

```
20
Properties=species:S:1:pos:R:3:lowdin_charge:R:1
O 2.219 2.061 0.827 -0.335
N -0.742 0.339 -0.005 -0.206
C -0.995 -0.630 -1.021 -0.280
C 1.362 -0.930 -0.128 -0.106
C 0.613 0.306 0.519 -0.286
C 1.092 1.856 0.231 -0.542
C -1.662 0.144 1.106 -0.118
C 0.269 -1.355 -1.264 -0.199
H 0.601 0.322 1.662 0.125
H 0.248 -2.456 -1.112 0.087
H -1.456 -0.134 -1.980 0.125
H -1.766 -1.567 -0.775 0.133
H -2.169 1.157 1.215 0.089
H 1.851 -1.604 0.716 0.117
H 2.300 -0.566 -0.586 0.081
H 0.348 2.412 0.694 0.034
H -1.210 -0.027 2.063 0.058
H -2.480 -0.521 0.908 0.045
H 0.910 2.295 -0.802 0.081
H 0.666 -1.100 -2.269 0.097
```

## Properties
Kohn-Sham gap	5.73	eV
SMILES	CN1CCC[C@H]1C[O-]
energy above the lowest of the compared OMol25 structures with the same formula, charge and spin	246.41	kJ/mol
total charge	-1
largest force on an atom	0.080	Eh/bohr
electronic energy	-365.684869	Ha

***

(2)
A molecular structure, C8H16O4P in a non-equilibrium geometry, computed with ωB97M-V/def2-TZVPD.

```
29
Properties=species:S:1:pos:R:3:lowdin_charge:R:1
P 1.470 0.768 1.600 0.370
O -1.895 -1.418 -1.158 -0.084
O 0.253 0.079 2.337 -0.236
O 2.802 0.043 1.723 -0.341
O 1.444 2.248 1.584 -0.319
C -0.881 -0.998 -0.690 -0.222
C -0.950 0.271 -2.799 -0.069
C -1.225 -1.661 3.216 -0.081
C -1.235 1.576 -0.489 -0.057
C 0.009 -1.370 2.274 -0.280
C 0.911 0.807 -1.135 -0.229
C 2.027 0.048 -1.794 -0.079
C -0.519 0.480 -1.261 -0.530
H 1.951 0.074 -2.895 0.087
H -2.183 1.112 0.040 0.118
H -0.217 -1.733 1.196 0.070
H 1.996 -0.926 -1.426 0.055
H -1.099 -0.988 4.103 0.070
H -1.540 2.437 -1.074 0.074
H -2.023 -0.080 -2.768 0.075
H 1.112 1.849 -1.319 0.126
H -0.648 1.807 0.370 0.025
H 0.891 -1.903 2.557 0.083
H -2.122 -1.429 2.549 0.086
H -1.176 -2.704 3.586 0.061
H 1.186 0.618 0.103 0.028
H -0.868 1.118 -3.534 0.070
H 2.987 0.373 -1.484 0.065
H -0.456 -0.496 -3.411 0.061
```

## Properties
Kohn-Sham gap (alpha / beta)	5.89 / 5.89	eV
energy above the lowest of the compared OMol25 structures with the same formula, charge and spin	226.71	kJ/mol
total charge	-1
largest force on an atom	0.077	Eh/bohr
electronic energy	-956.708440	Ha

***

(3)
A molecular structure, C60H48N2O3P2RbS, computed with ωB97M-V/def2-TZVPD.

```
117
Properties=species:S:1:pos:R:3:lowdin_charge:R:1
Rb -0.402 1.184 -0.862 0.833
S 0.297 -0.428 1.995 0.915
P 2.715 1.020 -0.045 1.032
P -2.053 -1.497 0.057 1.019
O 0.112 1.015 1.601 -0.736
O 0.598 4.766 -6.744 -0.046
O -6.324 3.907 -3.773 -0.029
N -1.797 3.286 -1.843 -0.013
N -0.570 0.983 -3.770 0.043
C -4.456 -0.221 -0.208 -0.101
C -3.409 2.475 -3.409 0.054
C 2.696 -2.900 -1.159 -0.061
C 3.290 1.308 1.682 -0.283
C 4.324 2.200 1.861 -0.063
C 5.114 1.317 -1.551 -0.069
C 3.763 -0.412 4.960 -0.150
C 1.816 -0.468 2.964 -0.293
C -4.136 3.535 -1.412 0.007
C -0.325 3.182 -4.693 0.062
C -1.659 -0.519 5.543 0.008
C 3.193 -0.737 -0.194 -0.378
C 4.574 -2.647 0.319 -0.064
C -1.306 -2.845 -0.905 -0.377
C 3.784 -3.447 -0.500 -0.066
C 1.868 -1.415 3.961 -0.075
C -2.614 -1.472 5.341 -0.142
C -0.145 -4.808 -2.509 -0.092
C 3.772 0.503 3.888 -0.081
C 4.840 1.421 4.035 -0.155
C -0.817 -0.209 4.461 -0.052
C -5.485 -1.786 -2.243 -0.068
C 1.132 1.436 -5.389 0.002
C 2.890 0.474 2.793 -0.126
C 5.624 3.329 -2.760 -0.078
C -0.428 -3.554 -3.037 -0.084
C -4.217 -2.048 -1.744 -0.078
C 2.863 -1.434 4.959 0.001
C -5.728 0.026 -0.690 -0.087
C 3.604 3.179 -1.478 -0.115
C -6.245 -0.756 -1.714 -0.082
C -2.793 -2.020 4.056 -0.081
C 1.480 3.732 -6.364 -0.204
C 4.448 3.903 -2.301 -0.081
C 0.451 0.594 -4.526 -0.124
C -4.458 2.910 -2.608 -0.178
C -0.423 -5.072 -1.179 -0.073
C -0.948 2.263 -3.866 -0.263
C 5.573 1.150 5.322 -0.097
C -0.993 -2.577 -2.239 -0.131
C -3.561 -3.104 1.700 -0.067
C -1.004 -4.097 -0.380 -0.069
C 2.404 -1.552 -1.001 -0.097
C 0.745 2.767 -5.476 -0.167
C -3.607 -2.081 6.291 -0.093
C -5.883 2.760 -3.074 -0.221
C -2.037 -1.668 2.925 -0.129
C -0.946 -0.786 3.216 -0.317
C -4.231 -3.519 2.867 0.003
C -2.518 -2.199 1.678 -0.299
C -3.867 -2.936 4.043 -0.146
C -2.101 2.696 -3.005 -0.280
C -4.444 -3.052 5.426 -0.094
C 5.081 2.322 3.047 -0.002
C 4.848 -0.066 5.943 -0.097
C 4.278 -1.305 0.473 -0.089
C -3.692 -1.272 -0.717 -0.374
C 5.951 2.034 -2.387 -0.071
C -2.803 3.687 -1.071 -0.126
C 3.932 1.885 -1.083 -0.394
H -1.214 -1.603 -2.669 0.093
H -3.606 1.968 -4.344 0.136
H 2.843 -2.198 5.723 0.120
H -5.881 -2.399 -3.040 0.108
H 4.014 -4.497 -0.612 0.107
H -2.521 4.155 -0.134 0.120
H 5.381 0.309 -1.268 0.100
H -1.231 -4.319 0.654 0.103
H -4.224 -1.311 6.755 0.124
H 1.873 3.196 -7.236 0.129
H 4.627 2.808 1.019 0.097
H -6.317 0.827 -0.263 0.107
H 0.742 -0.448 -4.435 0.110
H 5.876 3.051 3.103 0.119
H 1.062 5.375 -7.322 0.096
H -3.642 -2.867 -2.154 0.104
H 4.186 4.913 -2.586 0.105
H -5.801 4.004 -4.574 0.094
H -4.059 0.404 0.587 0.111
H 4.891 -0.691 1.121 0.115
H -0.197 -6.042 -0.757 0.109
H 2.678 3.632 -1.137 0.105
H 5.419 -3.074 0.841 0.108
H -5.043 -4.228 2.797 0.120
H -4.384 -4.079 5.791 0.124
H -0.002 0.483 4.622 0.126
H -3.090 -2.600 7.101 0.125
H 4.412 0.175 6.914 0.123
H 6.284 3.887 -3.409 0.105
H -1.510 -0.039 6.498 0.121
H 2.055 -3.517 -1.779 0.087
H 6.622 0.927 5.118 0.122
H 1.527 -1.151 -1.500 0.073
H -5.977 1.853 -3.684 0.123
H 1.950 1.049 -5.979 0.121
H -7.238 -0.565 -2.096 0.108
H 0.293 -5.574 -3.134 0.109
H 5.556 2.018 5.981 0.122
H -5.500 -2.780 5.423 0.124
H 2.336 4.138 -5.803 0.134
H -3.927 -3.483 0.754 0.113
H 5.523 -0.909 6.101 0.122
H -6.554 2.656 -2.220 0.119
H -4.908 3.902 -0.751 0.126
H -0.212 -3.340 -4.075 0.108
H -0.672 4.203 -4.733 0.133
H 1.070 -2.139 4.037 0.116
H 6.864 1.580 -2.747 0.107
```

## Properties
Kohn-Sham gap	7.58	eV
energy above the lowest of the compared OMol25 structures with the same formula, charge and spin	24.17	kJ/mol
total charge	+1
largest force on an atom	0.019	Eh/bohr
electronic energy	-3755.284308	Ha